# 1
The following is a quantum chemistry calculation of a structure of composition C33H37ClNO6P2PbS3 in a non-equilibrium geometry, from OMol25.

Orbital gap = 6.31 eV
Energy above the lowest of the compared OMol25 structures with the same formula, charge and spin = 31.4 kcal/mol
HOMO level = -4.788 eV

Structure (ORCA input):
```
! wB97M-V def2-TZVPD RIJCOSX def2/J DEFGRID3
* xyz -1 1
Pb -2.70 0.41 2.04
C -4.18 0.28 -5.03
C -4.64 -0.41 -3.75
C -4.01 -1.63 -3.39
C -4.26 -2.21 -2.14
C -5.12 -1.51 -1.27
C -5.96 -0.46 -1.73
C -5.65 0.15 -2.92
S -5.13 -2.02 0.47
O -3.95 -2.88 0.62
O -6.51 -2.44 0.68
N -4.70 -0.68 1.32
C -5.83 0.11 1.90
C -5.38 1.59 1.95
O -6.00 2.51 1.41
O -4.27 1.82 2.69
H -3.43 1.06 -4.85
H -5.02 0.74 -5.57
H -3.71 -0.49 -5.65
H -3.25 -2.08 -4.06
H -3.75 -3.09 -1.87
H -6.74 -0.10 -1.06
H -6.16 1.08 -3.15
H -6.09 -0.30 2.88
H -6.71 0.01 1.23
Cl -1.54 -2.13 3.09
C 0.15 -2.25 2.50
C 1.12 -2.59 3.46
C 2.45 -2.77 3.03
C 2.77 -2.74 1.67
C 1.81 -2.45 0.73
C 0.50 -2.05 1.18
P -0.78 -1.35 0.14
C -0.77 -2.49 -1.24
C -0.71 -2.09 -2.58
C -0.37 -2.98 -3.60
C -0.32 -4.35 -3.31
C -0.56 -4.81 -2.01
C -0.88 -3.89 -1.01
C -0.25 0.23 -0.47
C 1.12 0.60 -0.40
C 1.51 1.89 -0.70
C 0.58 2.84 -1.15
C -0.77 2.49 -1.26
C -1.18 1.21 -0.93
H 0.78 -2.71 4.50
H 3.24 -3.00 3.72
H 3.82 -2.89 1.37
H 2.03 -2.57 -0.37
H -0.91 -1.06 -2.87
H -0.11 -2.64 -4.60
H -0.10 -5.01 -4.14
H -0.53 -5.85 -1.77
H -1.10 -4.28 -0.01
H 1.92 -0.05 -0.09
H 2.57 2.15 -0.74
H 0.91 3.83 -1.47
H -1.44 3.22 -1.71
H -2.22 0.96 -1.10
C 3.58 4.38 3.95
C 3.14 4.31 2.49
C 3.69 5.50 1.68
O 3.71 3.16 1.81
P 3.52 1.60 2.43
S 4.89 1.32 3.80
S 1.65 1.22 2.87
O 4.02 0.89 0.98
C 5.31 0.25 0.72
C 6.39 1.30 0.68
C 5.15 -0.52 -0.59
H 3.34 5.38 4.36
H 4.65 4.20 3.95
H 3.11 3.56 4.53
H 2.05 4.21 2.36
H 4.78 5.37 1.67
H 3.32 6.42 2.20
H 3.32 5.42 0.64
H 5.42 -0.40 1.61
H 6.08 2.11 -0.03
H 7.28 0.81 0.24
H 6.61 1.77 1.65
H 4.91 0.19 -1.39
H 4.38 -1.28 -0.46
H 6.09 -1.07 -0.76
*
```


# 2
The following is a quantum chemistry calculation of a structure of composition C33H37ClO2Si2Yb in a non-equilibrium geometry, from OMol25.

Orbital gap (spin up / spin down) = 7.09 / 5.86 eV
HOMO level (spin up / spin down) = -9.607 / -9.744 eV

Structure (ORCA input):
```
! wB97M-V def2-TZVPD RIJCOSX def2/J DEFGRID3
* xyz 1 2
C 1.40 0.69 0.89
C 2.04 0.61 -0.39
C 1.42 1.56 -1.24
H 2.90 -0.01 -0.63
C 0.40 2.22 -0.51
C 0.39 1.69 0.81
H -0.22 2.04 1.64
H 1.72 0.18 1.79
H 1.72 1.80 -2.26
H -0.22 3.03 -0.88
Yb -0.32 -0.23 -0.74
Si -1.91 -0.38 -4.37
C -0.43 -1.54 -4.59
C -0.48 -2.79 -5.22
H -1.42 -3.17 -5.62
C 0.70 -3.49 -5.47
H 0.69 -4.44 -6.04
C 1.92 -2.98 -5.00
H 2.85 -3.54 -5.17
C 1.96 -1.77 -4.30
H 2.89 -1.36 -3.91
C 0.78 -1.04 -4.11
H 0.83 -0.05 -3.64
C -1.11 1.53 -4.48
C 0.07 1.89 -5.14
H 0.62 1.16 -5.74
C 0.52 3.21 -5.06
H 1.40 3.51 -5.63
C -0.14 4.14 -4.25
H 0.20 5.17 -4.20
C -1.23 3.73 -3.48
H -1.73 4.42 -2.80
C -1.70 2.42 -3.58
H -2.53 2.07 -2.94
H -1.42 -0.09 -2.93
Si -2.01 0.14 -6.61
C -2.40 1.80 -7.34
C -1.85 2.16 -8.59
H -1.46 1.38 -9.25
C -1.77 3.50 -8.97
H -1.29 3.77 -9.91
C -2.29 4.49 -8.13
H -2.20 5.54 -8.40
C -2.95 4.13 -6.95
H -3.38 4.90 -6.31
C -3.06 2.78 -6.58
H -3.61 2.50 -5.69
C -1.06 -0.93 -7.82
C 0.32 -0.74 -8.00
H 0.83 0.10 -7.51
C 1.04 -1.59 -8.83
H 2.11 -1.43 -8.97
C 0.36 -2.59 -9.54
H 0.92 -3.22 -10.22
C -1.01 -2.76 -9.40
H -1.53 -3.53 -9.97
C -1.74 -1.93 -8.54
H -2.82 -2.02 -8.44
H -3.20 -0.64 -6.02
Cl -3.51 -1.47 -3.48
C -3.40 -0.32 0.53
O -2.28 -1.05 -0.04
C -2.35 -2.50 -0.03
C -0.95 -3.09 -0.18
O 0.08 -2.18 0.33
C 0.65 -2.46 1.64
H -3.53 0.59 -0.05
H -4.33 -0.90 0.49
H -3.18 -0.05 1.57
H -2.81 -2.85 0.91
H -2.99 -2.83 -0.86
H -0.89 -4.03 0.37
H -0.72 -3.27 -1.25
H 1.72 -2.27 1.57
H 0.20 -1.78 2.38
H 0.44 -3.50 1.93
*
```


Number 1: energy -4316.354344 Eh. Number 2: energy -3627.733021 Eh.